No. 1
Molecular formula: CH11NO4
Method: DFT, ωB97M-V with the def2-TZVPD basis set

Properties
HOMO-LUMO gap (alpha / beta): 6.4 / 2.8 eV
LUMO level (alpha / beta): -6.6 / -10.2 eV
E_tot: -10884.2662 eV
relative energy (zero: lowest compared OMol25 entry of this formula, charge and spin): 43.0 kcal per mole

```
! wB97M-V def2-TZVPD RIJCOSX def2/J DEFGRID3
* xyz 1 2
H -2.3665 -0.3508 -0.1126
H -1.9707 1.9728 -0.1368
H 3.8447 0.6461 -1.8330
C 5.0086 0.3694 -2.1020
O -2.8005 0.3080 -0.6708
N 5.8609 1.1393 -2.5549
O -1.5821 2.6156 0.4877
H -1.3178 3.4288 0.0554
H -3.4635 -0.2441 -1.1751
H -3.5615 -4.4365 2.6239
O -3.1423 -3.7912 2.0284
H -0.8337 -0.3997 2.8255
H 5.2858 -0.6207 -1.7645
H -1.1062 0.7361 1.8065
H 5.5521 1.8708 -3.2036
O -1.0737 -0.2223 1.9112
H -2.8133 -4.2978 1.2625
*
```

No. 2
Molecular formula: C24H40F6N8O5S3Si4Ti
Method: DFT, ωB97M-V with the def2-TZVPD basis set

Properties
HOMO-LUMO gap (alpha / beta): 5.5 / 5.6 eV
LUMO level (alpha / beta): 3.9 / 3.7 eV
E_tot: -151134.1666 eV

```
! wB97M-V def2-TZVPD RIJCOSX def2/J DEFGRID3
* xyz -2 3
H -3.3095 -1.1603 -2.2908
C 4.9516 -1.3034 -0.1484
H 0.0673 4.3763 -2.2591
H 2.6078 -1.7129 2.9973
Si -1.3421 -1.5127 -3.7671
H -0.3288 -4.2236 2.4884
H -2.9834 3.3808 -0.1132
H 5.7823 -1.5020 0.5374
O 1.7067 -4.5154 0.4760
H -1.7092 -2.7517 -5.8540
H 2.7296 4.4831 0.7371
Si 1.0773 3.0117 -0.3757
H 2.9783 1.0330 2.4000
C -3.6574 2.5696 -2.4356
C -3.0957 -1.0491 -3.3547
C -1.2555 -3.0026 -4.8898
F 1.2292 -6.0675 -1.6413
H -0.2911 2.4241 5.0811
C 0.4731 2.1516 4.3510
F -2.8414 -3.6440 -1.3176
N -4.8031 2.7311 -2.3823
C -1.0047 -3.4518 2.8657
S 1.1168 -3.6865 -0.5216
H -2.2857 -4.8557 3.8817
C -0.4353 -1.0286 2.5449
H 0.8918 1.1852 4.6162
C 0.2454 4.5162 -1.1946
H 3.2743 1.9702 -1.1260
C -2.1701 5.1787 2.6387
N -1.0667 3.5055 -4.5196
C 3.2058 -2.1477 2.1957
H -2.4390 -3.1874 4.4558
H 4.6887 0.5771 2.3599
C 2.5210 2.6293 -1.5643
N 0.0618 1.0795 2.1588
H 3.0147 3.5776 -1.8145
H -1.7193 -3.2608 2.0670
H 0.9299 5.3677 -1.0841
C 1.9040 3.8730 1.1253
H -0.6994 4.7929 -0.7223
H -3.6288 5.4570 1.0454
C -0.2778 -0.1346 -4.4168
H -0.6893 4.5478 4.0468
O -2.3486 0.8542 -0.8519
H -1.0332 -4.1546 4.9233
H 0.6886 -2.3619 3.5032
H -0.2236 -3.3123 -5.0676
C -0.0931 2.0901 2.9671
C -0.9480 3.1193 2.4593
O -0.5481 -2.0838 -2.3494
N -1.5473 2.8375 1.2640
C -1.2250 4.3211 3.1349
Ti -0.7893 1.1862 0.2372
C -2.2572 2.4179 -2.5232
O 0.1708 -0.6341 -0.5542
H 2.3029 3.2101 1.8879
H -3.7778 -1.7168 -3.8856
N -1.5527 1.6101 -1.6728
S -1.9256 -0.6904 1.7270
H 4.8041 -2.1972 -0.7602
N -0.2232 -3.0699 -0.0958
N -0.2374 -2.2424 3.1247
H 4.2119 -2.3440 2.5857
H 1.1979 4.5595 1.6009
H -3.3153 -0.0174 -3.6376
F -4.3999 -5.1573 -1.0481
H 5.2516 -0.4905 -0.8154
H -1.8063 -3.8393 -4.4581
F -0.4093 -4.8721 -2.3655
C -2.5044 3.6780 0.8097
C 0.8435 -4.8411 -1.9878
Si 3.3872 -0.8406 0.8438
F 1.6025 -4.4492 -3.0179
H 1.2659 2.9051 4.3969
H 2.7675 -3.0926 1.8808
C -1.5939 3.0125 -3.6141
S -0.8707 -1.8215 -0.8429
H 2.1831 2.1698 -2.4944
H -2.3946 6.1061 3.1504
C -2.8510 4.8305 1.4581
N 0.5148 -0.1313 2.6997
O 2.0083 -2.6718 -1.1372
C 3.8024 0.7610 1.7403
C -3.3093 -4.6066 -0.3313
Si 1.9919 -0.7371 -1.1489
H -0.7584 0.3203 -5.2879
H 0.7036 -0.5105 -4.7130
F -2.3365 -5.6243 -0.5211
C -1.7320 -3.9429 4.1081
H 4.0207 1.5944 1.0745
H -0.1319 0.6492 -3.6724
*
```

No. 3
Molecular formula: C62H138O31S6
Method: DFT, ωB97M-V with the def2-TZVPD basis set

Properties
HOMO-LUMO gap: 9.3 eV
LUMO level: 0.1 eV
E_tot: -194998.7760 eV

```
! wB97M-V def2-TZVPD RIJCOSX def2/J DEFGRID3
* xyz 0 1
C 16.9328 28.8463 22.1151
H 15.2632 19.7641 19.5112
H 8.0048 23.7202 19.9720
H 10.4684 22.9733 15.8079
H 7.1190 26.0521 19.6395
C 14.9502 21.9047 22.3422
H 14.5976 24.5439 19.9571
H 15.7311 13.2906 14.0575
H 15.8112 32.4207 24.9802
H 11.0998 22.7405 11.5933
C 16.5318 22.7366 10.8721
C 18.5186 17.4871 16.9974
O 17.3816 25.3518 15.6516
C 15.8064 23.1189 9.5574
H 11.6334 20.4381 9.3264
H 16.2532 23.8791 19.8070
C 15.9339 31.5151 24.3417
S 14.1284 15.6927 16.9736
C 15.3267 20.6092 14.9026
H 16.0508 31.7640 23.2569
H 21.7933 25.0723 17.0076
S 20.5431 21.2146 14.9984
S 12.9331 18.7852 11.2522
O 9.7543 22.0049 20.2007
H 12.8578 15.1347 13.9680
C 13.2388 22.6879 17.0604
O 21.7702 21.7307 15.5733
C 8.9844 24.1427 20.0239
C 12.5478 15.1943 16.1534
H 16.1078 22.8520 12.9920
S 10.7174 23.6737 13.8346
H 18.6691 18.0864 16.1105
H 11.8089 15.2769 16.9728
H 13.9739 22.0796 11.9828
O 17.9135 29.7930 21.7756
C 17.5878 25.8542 16.9202
H 11.0174 20.8713 14.5934
C 10.0395 21.3375 14.3808
H 10.0811 20.7122 21.8071
H 15.6353 22.4773 15.8470
O 10.1638 24.9891 13.7726
S 14.0736 23.5148 10.0217
H 19.0137 15.3379 11.9729
H 15.4693 29.7661 26.0585
O 17.0773 14.8641 14.0600
H 15.8498 26.6517 15.2892
C 17.5326 30.4580 20.6164
C 14.0549 19.6441 10.1755
H 13.8899 20.6569 10.4564
O 12.1055 23.5847 14.1574
C 18.3257 26.0469 22.1363
H 15.9770 29.3120 22.4361
C 11.5354 18.5396 10.2412
H 13.7871 20.0085 8.1569
H 21.7600 21.6182 13.1189
H 13.4552 27.3189 20.1317
H 12.7604 26.7315 25.3452
C 19.0983 14.3405 11.6313
H 18.5927 20.7010 18.9379
O 11.5436 20.2577 18.8868
H 18.0320 12.4705 12.9768
C 19.1983 22.4133 15.0497
C 18.4698 24.8527 17.6730
H 11.5202 16.1985 14.4702
O 13.5629 27.2626 22.1910
H 19.8701 33.8223 22.3380
H 11.4400 21.4150 21.0318
O 8.9339 25.4418 20.4827
C 10.4506 21.0137 20.8522
O 12.9979 23.7585 24.9574
H 15.5357 15.2674 19.9979
H 14.6135 17.4218 20.6501
O 13.7608 16.5858 18.0434
H 18.7295 21.5000 12.6003
H 14.9178 22.1222 25.4083
H 14.0480 26.0073 24.3454
H 12.9361 18.0889 15.5798
H 18.3208 21.7839 14.9886
O 16.6165 16.9523 21.0512
H 9.4018 20.6144 14.8995
H 16.5842 12.2207 11.9122
H 12.7982 28.7769 20.8786
H 17.6399 19.6191 12.8815
H 16.9612 21.3025 19.3370
C 13.9015 22.9767 18.3272
H 19.5735 31.1260 20.1522
O 13.7812 21.6627 16.2108
O 17.7351 16.3929 16.6530
O 17.9954 26.9025 21.0699
O 14.3066 27.9303 24.9681
H 14.4765 19.9104 14.6559
H 17.5749 23.0274 10.8518
H 10.6623 18.7195 10.7550
C 10.0054 23.2683 20.8431
O 13.3997 17.4527 11.6031
O 12.5346 19.6733 12.3303
H 11.9206 27.3031 20.9666
H 12.6915 18.5268 18.6768
H 14.1137 31.0197 26.2664
C 17.5109 20.4213 18.9297
H 15.9143 25.3852 19.0661
H 18.8642 16.2485 15.0168
H 19.2652 23.0473 15.9643
H 14.1499 22.0333 18.8066
H 15.8843 24.4187 12.2150
H 19.3562 15.2267 16.3774
C 12.0502 19.1757 18.0646
H 16.2713 25.4953 13.9938
H 15.0729 19.2958 10.2441
H 19.4436 14.2441 10.5938
H 17.2250 20.1700 17.8997
O 17.3116 19.2973 19.7617
C 13.5260 29.0562 25.4762
H 15.9592 27.0546 21.5449
C 13.4482 26.8960 24.5224
H 13.5425 17.7390 13.9254
C 14.3408 21.4987 24.6756
H 13.1167 28.7400 26.4631
C 16.3248 13.8832 13.3448
H 18.6271 25.1060 18.7062
H 10.9909 23.6390 20.7233
H 15.7399 22.2886 8.8261
O 18.6441 32.4294 21.5032
C 19.7980 33.1707 21.4900
C 12.6889 27.1668 23.2824
H 18.0267 18.0626 17.7334
H 9.5241 23.4867 11.8541
C 13.3450 19.3462 8.8062
C 12.5385 15.9658 14.7262
H 12.0167 26.2785 23.0833
C 15.4570 24.4092 19.2830
H 15.6372 14.4448 12.7063
H 16.8803 16.1201 19.2047
S 13.1809 22.7096 24.0180
C 14.5186 30.1723 25.6139
O 20.0611 19.9411 15.4248
O 13.8192 24.9116 9.8407
H 16.5144 21.6826 11.0755
H 9.7516 23.1524 21.8910
H 9.3075 24.1238 19.0340
C 15.2195 21.0155 23.5926
O 13.0765 22.5856 9.4846
C 17.1680 12.9720 12.4714
H 13.6764 23.6500 21.9576
H 19.7122 13.6399 12.2209
H 18.4573 13.7241 14.9426
H 17.0914 14.1073 15.9825
H 14.3165 22.4634 14.4278
H 13.0681 23.5685 16.4521
O 14.7732 30.6774 24.3687
H 9.8021 19.3521 19.5609
H 16.5260 30.8871 20.6592
H 13.6134 23.7325 12.3427
C 20.8493 25.4926 17.4562
H 9.9783 20.5652 12.3094
H 16.4721 27.9672 20.1359
H 13.2065 23.5310 19.0686
C 17.7609 14.4716 15.2230
O 16.3163 20.7219 13.9077
H 16.2778 21.0460 23.8783
H 18.6832 26.5310 23.0396
C 14.8157 21.9689 15.3064
H 17.5517 29.8086 19.7073
H 13.7920 20.8235 25.3324
H 18.0697 26.8364 16.8765
C 18.5373 15.5476 15.8298
O 14.8858 14.5509 17.3092
H 14.9743 23.9562 23.1628
H 16.2912 18.5784 13.4040
H 20.8804 25.5872 18.5615
H 11.5758 17.4569 10.0485
H 18.5244 23.6995 13.6349
H 18.1114 32.0923 19.5110
C 15.9393 18.8626 19.6094
C 8.1647 26.3437 19.6561
H 12.2186 22.3620 17.3330
C 10.7549 19.8081 19.9337
H 12.6913 14.0902 16.0464
H 17.3804 26.9334 14.3352
H 8.6397 21.5202 12.7842
C 18.5118 31.5370 20.3541
H 15.3262 16.0723 15.0034
H 12.6997 19.6203 17.3057
C 10.2778 22.8113 12.3006
H 17.8783 23.9288 17.6785
C 14.2760 23.2166 22.7539
H 19.8438 33.7917 20.5455
H 17.3153 28.3998 23.0538
C 14.3050 23.1051 11.7945
H 8.2338 27.2959 20.1974
H 15.4164 17.3296 16.1454
H 15.0789 20.0497 23.1474
H 17.5106 25.4325 22.4450
H 11.2713 18.5491 17.6698
C 9.7078 21.4369 12.8874
O 14.9986 23.8903 18.1191
H 15.7641 18.3948 18.6166
C 16.5529 15.7764 20.1611
C 19.4395 23.1709 13.7515
C 16.9100 19.4155 13.6922
H 16.6159 25.9499 17.4471
H 11.9462 28.0072 23.2606
H 19.1258 25.3686 21.8305
C 13.4243 17.2626 14.9294
H 13.7399 18.3436 8.5545
H 19.5156 17.1622 17.2728
H 8.5880 26.4333 18.7020
H 20.8047 26.5364 17.0536
C 9.8547 22.7147 15.0077
H 12.7884 29.3481 24.7478
H 16.3311 23.9808 9.0929
H 11.2020 19.0396 20.5873
H 20.6989 32.5410 21.5202
H 11.1693 19.2086 8.1499
C 16.7835 27.6739 21.1639
H 14.3679 21.3362 21.5963
H 20.2358 23.9571 13.8611
C 12.9360 27.6709 21.0014
C 20.7511 21.2251 13.2221
H 16.7700 30.9185 24.7715
H 15.8670 20.2409 15.7825
H 15.8616 22.1667 21.7850
C 15.7696 23.3480 12.0662
C 11.8519 19.3868 9.0265
O 17.7735 13.8257 11.5221
C 15.6090 17.9300 20.8365
O 19.7724 24.6401 17.0724
H 20.7738 20.1794 12.9689
C 19.6392 22.1171 12.6751
H 17.2281 15.0196 20.5161
C 16.7140 26.1567 14.7335
H 15.6149 18.5582 21.7278
O 12.0073 22.0600 23.4683
H 19.8612 22.5247 11.7239
C 14.7223 16.6699 15.6125
H 17.5243 19.1345 14.5753
H 8.9029 23.2906 15.0919
*
```

No. 4
Molecular formula: C6H7O5
Method: DFT, ωB97M-V with the def2-TZVPD basis set

Properties
HOMO-LUMO gap: 7.6 eV
LUMO level: 3.7 eV
E_tot: -16573.0453 eV
relative energy (zero: lowest compared OMol25 entry of this formula, charge and spin): 0.0 kcal per mole

```
! wB97M-V def2-TZVPD RIJCOSX def2/J DEFGRID3
* xyz -1 1
H -0.0889 0.7317 -1.6199
H 0.5758 -0.3128 1.4722
O -1.3232 0.6199 1.5712
O -0.2203 -2.0145 -0.7435
C -2.0381 0.8913 0.6096
C -2.7435 -1.4744 0.0636
H 0.9208 -2.0358 1.4871
C 0.4281 -1.0989 -0.3409
O -3.2871 0.2764 -1.4465
O -2.3805 1.9970 0.0899
C 1.0651 -1.0634 0.9848
C -2.6845 -0.2583 -0.3399
H 1.4628 -0.0827 -1.9807
H 2.1459 -0.7599 0.8405
H 1.3369 0.8176 -0.5870
O -2.6451 -2.5097 0.6764
C 0.7938 0.1987 -1.2136
H -3.1429 1.1968 -1.2971
*
```

No. 5
Molecular formula: C7H22FO7
Method: DFT, ωB97M-V with the def2-TZVPD basis set

Properties
HOMO-LUMO gap: 9.4 eV
LUMO level: 3.3 eV
E_tot: -24665.1276 eV
relative energy (zero: lowest compared OMol25 entry of this formula, charge and spin): 57.1 kcal per mole

```
! wB97M-V def2-TZVPD RIJCOSX def2/J DEFGRID3
* xyz -1 1
C 3.6243 -0.6772 1.9314
H -2.4341 -4.6702 1.7804
C -3.2932 -2.5995 1.6764
C 2.9187 0.2859 2.8577
H 1.0511 4.1120 -0.4747
H 0.1702 -1.6971 -5.4178
O 0.4499 3.0667 -2.0926
H 4.7016 -0.6557 2.0958
H -1.2887 5.3305 -0.4978
H -0.4859 -1.4411 -2.6182
H -1.1497 2.5604 -0.0299
H -1.8328 4.1271 -1.5792
O -1.4460 3.4349 0.2331
H 3.3417 0.1285 3.8499
H 3.2643 -1.6811 2.1569
C -1.0864 4.3043 -0.8048
H 0.5364 5.1544 -1.8031
H -4.3099 -2.9824 1.7648
H 1.3028 -1.4964 -4.0323
H 3.1640 1.3136 2.5899
O -3.3959 -1.5512 0.7413
O -0.6254 -1.8171 -3.4905
H 0.2362 -0.2049 -4.6485
O 1.4475 0.1001 2.9063
H -2.5478 -1.1121 0.6436
F -0.2333 0.0415 -0.2010
H 2.2924 -0.5770 0.4580
H 0.2639 2.3283 -1.5081
H 1.0978 -0.0142 2.0196
C -2.2962 -3.7334 1.2405
H -0.7979 -2.4147 1.0808
O 3.2401 -0.4683 0.5655
C 0.3119 -1.2691 -4.4254
C 0.3669 4.1925 -1.3194
H -2.4545 -3.9390 0.1819
O -0.9426 -3.2733 1.4852
H -3.1612 -2.2056 2.6841
*
```

No. 6
Molecular formula: C10H40O10
Method: DFT, ωB97M-V with the def2-TZVPD basis set

Properties
HOMO-LUMO gap: 9.3 eV
LUMO level: -0.1 eV
E_tot: -31488.0264 eV
relative energy (zero: lowest compared OMol25 entry of this formula, charge and spin): 118.1 kcal per mole
SMILES: CO.CO.CO.CO.CO.CO.CO.CO.CO.CO

```
! wB97M-V def2-TZVPD RIJCOSX def2/J DEFGRID3
* xyz 0 1
O -2.9748 -0.8467 -3.3348
H -0.4724 0.1560 2.0455
C 3.7184 1.0323 1.7036
H -0.9110 -3.3002 -3.8912
O -1.2541 -1.0658 -0.3901
O -3.9409 1.7908 1.1261
H -0.8039 -1.3687 2.9527
O -2.2273 -3.2888 -2.2686
C 3.3872 0.2835 -2.1702
C 1.5298 -2.1102 -0.5213
H 1.3867 -2.2512 -1.5778
H 3.6913 1.3059 -1.8013
H -0.7850 0.4868 -1.2080
H 0.8618 -3.7273 0.3150
H -2.6540 2.5734 -0.1449
C -2.6348 2.1254 0.8100
H 0.8479 0.9212 0.4041
C 0.5640 1.6409 -0.3623
H -2.3674 -1.3618 1.2694
H -2.7834 0.7083 -2.1135
H -0.2766 -3.6891 -2.2831
O 0.8204 2.6748 2.7764
H -0.9938 2.1070 3.4176
H 1.5119 0.6384 -2.2913
O 5.0510 1.1205 1.1408
H -3.2347 -0.5369 -0.0616
O -0.0902 1.1223 -1.4632
H 3.8438 0.4218 2.6018
H -0.0899 -0.0810 3.7623
H 5.6053 1.4109 1.8728
H -0.1588 2.2372 0.1560
H -3.8830 1.1386 1.8548
H 4.1344 -0.1369 -2.8319
H -0.1499 3.2276 4.4554
O 0.6285 -2.7640 0.3239
H 3.3560 -0.3392 -1.3455
H -0.6776 -1.7837 -0.1703
H 3.3879 2.0149 2.0463
H -1.8197 0.6429 -3.6748
H -0.8308 3.8127 2.9920
C -0.0884 -0.5700 2.7722
H -2.9752 -2.1983 -0.2284
H -2.1968 -3.9926 -1.5905
H -0.5864 -2.1247 -2.6218
H -2.2110 2.8151 1.5216
C -2.5250 -1.2906 0.1811
O 1.1587 -1.1304 2.4125
H 2.9853 0.6105 0.9820
C -2.7607 0.5002 -3.1731
H 1.4239 2.1925 -0.6180
H 1.0361 -1.7106 1.6504
H 1.3730 2.1853 3.4417
H 1.4973 -1.0403 -0.2870
C -0.3751 2.9728 3.4470
H -1.9829 1.3127 0.6918
C -0.9587 -3.0926 -2.8080
O 2.1908 0.3024 -2.9142
H -3.4792 1.0067 -3.8008
H -2.4151 -1.3468 -2.7777
H 2.5772 -2.3442 -0.4018
*
```

No. 7
Molecular formula: CH3NO2
Method: DFT, ωB97M-V with the def2-TZVPD basis set

Properties
HOMO-LUMO gap (alpha / beta): 8.2 / 9.7 eV
LUMO level (alpha / beta): -1.1 / -0.2 eV
E_tot: -6665.2515 eV
relative energy (zero: lowest compared OMol25 entry of this formula, charge and spin): 147.9 kcal per mole

```
! wB97M-V def2-TZVPD RIJCOSX def2/J DEFGRID3
* xyz 0 1
C 0.2514 -0.7263 0.8558
O -0.4669 0.3474 -2.0567
H 1.0207 -1.2875 0.3696
O -0.2022 1.9639 -0.6034
H -0.7489 -1.1161 0.7982
N -0.3186 0.8487 -0.9963
H 0.4645 -0.0301 1.6328
*
```

No. 8
Molecular formula: C6H13N4S
Method: DFT, ωB97M-V with the def2-TZVPD basis set

Properties
HOMO-LUMO gap (alpha / beta): 6.9 / 6.9 eV
LUMO level (alpha / beta): -5.8 / -5.8 eV
E_tot: -23217.5848 eV
relative energy (zero: lowest compared OMol25 entry of this formula, charge and spin): 96.1 kcal per mole
SMILES: CS[C@@H](CN)[C@]1(C)C=NN=[NH+]1

```
! wB97M-V def2-TZVPD RIJCOSX def2/J DEFGRID3
* xyz 1 1
C 2.8690 0.6447 0.6043
S 1.2912 0.2537 1.4237
H 3.5272 0.2372 1.4915
N -1.3594 -2.2576 -0.0113
H -1.3150 2.3372 -1.6895
C -0.5349 1.8115 -1.1482
H -0.6781 -2.7845 -0.4985
H 0.0072 1.3323 -1.9328
H -0.2749 -2.0743 1.9118
N -2.2203 0.0294 -0.4710
H 3.0049 1.6879 0.7056
H -1.5344 -1.1375 1.5627
H -2.0085 -2.9210 0.4681
C -0.7390 -1.5290 0.9794
H 0.4955 -0.7243 -0.5463
N -2.9697 1.0159 1.2092
H -2.3454 -0.5768 -1.2641
H 2.9662 0.1012 -0.3228
C -1.7661 1.4152 1.0615
H 0.0353 2.5801 -0.7970
H -1.3340 2.3075 1.4436
N -3.2543 0.0748 0.3136
C -1.1350 0.8309 -0.1128
C 0.0674 -0.3868 0.3486
*
```

Among the records above, which one has the highest E_tot? CH3NO2